## P
# C4H14NO2

3 unconnected molecules or ions with the total composition C4H14NO2 (wB97M-V/def2-TZVPD, OMol25).

```
21
Properties=species:S:1:pos:R:3
C 1.553 1.137 2.619
C 2.054 0.264 1.478
C 1.370 0.243 0.090
C 1.401 -0.704 -0.840
N 0.352 -0.507 -1.907
H 0.588 0.746 2.971
H 1.555 2.178 2.484
H 2.185 1.052 3.466
H 2.136 -0.775 1.795
H 3.111 0.460 1.297
H 0.897 1.185 -0.100
H 2.014 -1.582 -1.021
H -0.578 -0.345 -1.635
H 0.628 0.342 -2.489
H 0.227 -1.433 -2.421
H -2.511 -0.366 -0.946
H -2.966 -0.262 -2.474
O -2.213 -0.486 -1.869
H -3.872 -0.126 0.529
H -3.013 0.245 1.521
O -2.929 0.059 0.655
```

Summary:
- E_HOMO (spin up / spin down) (eV) = -2.9211 / -7.5330
- molar mass (g mol⁻¹) = 108.16
- 2S+1 = 2
- ⟨S²⟩ = 0.75
- net charge = 0

---

## Q
# C4H14NO2

2 unconnected molecules or ions with the total composition C4H14NO2 (wB97M-V/def2-TZVPD, OMol25).

```
21
Properties=species:S:1:pos:R:3
C 1.488 0.289 -0.088
C 1.107 -1.167 0.132
C -0.417 -1.476 0.269
C -1.080 -0.589 1.322
O -0.230 -0.395 2.472
N 0.763 0.824 -1.300
H 1.084 0.889 0.721
H 2.548 0.339 -0.293
H 1.599 -1.563 1.016
H 1.423 -1.756 -0.736
H -0.914 -1.460 -0.700
H -0.433 -2.510 0.627
H -2.005 -1.003 1.707
H -1.167 0.439 0.980
H 0.028 -1.227 2.844
H 0.697 0.148 -2.080
H -0.227 1.143 -1.145
H 1.222 1.689 -1.670
H -2.218 2.577 -0.699
H -1.677 2.665 -2.095
O -1.591 2.146 -1.284
```

Summary:
- E_HOMO (spin up / spin down) (eV) = -3.0823 / -10.7614
- molar mass (g mol⁻¹) = 108.16
- 2S+1 = 2
- ⟨S²⟩ = 0.75
- net charge = 0

---

Tell me which of them is the most stable. Sure, it is Q.

---

## P
# C22H26N2O3

A molecular structure, C22H26N2O3 (wB97M-V/def2-TZVPD, OMol25).

```
53
Properties=species:S:1:pos:R:3
C 4.229 3.396 -0.462
H 3.542 4.127 -0.428
O 3.751 2.250 -0.250
C 4.433 0.998 -0.315
C 5.735 0.829 -0.811
C 6.349 -0.283 -0.637
C 5.696 -1.514 -0.185
C 4.424 -1.343 -0.102
C 3.684 -0.151 -0.038
N 2.429 -0.124 0.415
C 1.481 -0.856 0.835
O 1.723 -2.136 0.792
C 0.139 -0.775 1.028
C -0.789 -0.973 0.046
H -0.547 -0.567 -1.046
H -0.764 -2.167 -0.015
C -2.229 -0.902 0.413
N -2.449 0.620 0.697
C -2.971 1.684 -0.205
O -3.072 2.815 0.226
C -3.943 1.034 -1.398
C -5.143 0.246 -0.702
C -5.789 0.613 0.309
C -6.893 -0.253 0.843
C -7.137 -1.293 -0.265
C -6.306 -1.792 -1.144
C -5.329 -1.198 -1.550
H -4.726 -1.132 -2.451
H -6.704 -2.752 -1.571
H -7.919 -2.128 0.372
H -7.400 0.090 1.485
H -5.580 1.382 0.662
H -3.218 0.558 -1.996
H -4.332 1.789 -1.835
C -1.611 1.075 1.708
C -0.061 1.102 1.415
H 0.159 1.482 0.306
H 0.514 1.280 2.468
H -1.874 0.650 2.635
H -1.891 2.335 1.932
H -2.467 -1.361 1.430
H -3.069 -0.987 -0.199
H -0.263 -1.183 2.079
H 2.006 0.733 0.423
H 3.836 -2.216 0.217
C 6.679 -2.755 -0.400
H 6.483 -3.331 0.596
H 6.257 -3.471 -1.141
H 7.610 -2.442 -0.673
H 7.313 -0.124 -0.930
H 6.250 1.964 -0.975
H 4.557 3.456 -1.634
H 5.194 3.697 0.027
```

Summary:
- E_HOMO (eV) = -7.9518
- molar mass (g mol⁻¹) = 366.46
- net charge = 0

---

## Q
# C22H26N2O3

A single C22H26N2O3 molecule (wB97M-V/def2-TZVPD, OMol25).

```
53
Properties=species:S:1:pos:R:3
C 3.148 2.563 2.568
O 3.647 2.312 3.740
C 3.412 1.033 4.396
C 4.158 1.051 5.687
C 4.207 0.003 6.405
C 3.292 -1.048 6.173
C 2.596 -0.885 5.032
C 2.830 -0.031 4.047
O 2.123 0.048 2.900
C 2.229 -0.897 1.916
C 1.003 -1.159 1.130
C -0.129 -0.865 1.540
C -1.170 -0.694 0.499
C -1.190 -1.192 -0.691
C -2.348 -1.406 -1.721
O -3.080 -2.268 -1.513
N -2.443 -0.280 -2.470
C -1.818 0.937 -2.380
C -1.199 1.018 -3.826
N -1.927 0.559 -5.123
C -2.880 1.964 -5.481
C -4.205 1.282 -5.993
C -3.986 -0.204 -5.972
C -2.988 -0.334 -4.873
C -3.499 -0.233 -3.492
C 0.272 -1.443 -1.236
C 1.205 -1.238 -0.202
H 3.682 1.763 1.815
H 2.159 2.385 2.487
H 3.490 3.439 2.127
H 4.767 1.844 6.212
H 4.582 -0.255 7.447
H 3.105 -1.881 6.612
H 1.954 -1.776 4.510
H 2.417 -1.990 2.539
H 3.103 -0.706 1.251
H -0.312 -0.334 2.534
H -2.256 -0.559 1.070
H -1.051 0.896 -1.741
H -2.513 1.868 -2.198
H -0.602 1.851 -3.947
H -0.506 0.299 -4.055
H -2.962 2.817 -4.618
H -2.287 2.531 -6.122
H -5.014 1.824 -5.255
H -4.387 1.875 -6.999
H -3.451 -0.463 -6.961
H -5.110 -0.503 -5.629
H -2.263 -1.317 -5.118
H -4.073 -1.211 -3.293
H -4.392 0.342 -3.307
H 0.300 -1.585 -2.153
H 2.242 -1.363 -0.727
```

Summary:
- structure (SMILES) = COc1ccccc1OCc1ccc(C(=O)N2CCN3CCC[C@@H]3C2)cc1
- E_HOMO (eV) = -8.6279
- molar mass (g mol⁻¹) = 366.46
- net charge = 0

---

Tell me which of them is the most stable. Sure, it is Q.

---

## P
# CH14O5

6 unconnected molecules or ions with the total composition CH14O5 (wB97M-V/def2-TZVPD, OMol25).

```
20
Properties=species:S:1:pos:R:3
C -0.626 -0.368 2.648
H -0.301 0.157 3.546
H -1.005 0.393 1.971
H -1.191 -1.294 2.743
H 0.307 -0.767 2.230
O -0.469 2.594 -0.613
H -1.059 2.945 0.063
H 0.367 2.406 -0.170
O -0.073 -1.697 -1.715
H -0.072 -1.072 -2.442
H -0.901 -1.770 -1.231
O 2.671 1.895 -1.263
H 1.859 1.862 -1.782
H 2.826 0.962 -1.040
O -2.776 -1.054 -0.068
H -3.016 -1.353 0.826
H -3.504 -0.500 -0.377
O 2.521 -1.024 -0.763
H 2.864 -1.035 -1.665
H 1.579 -1.281 -0.897
```

Summary:
- structure (SMILES) = C.O.O.O.O.O
- E_HOMO (eV) = -11.1044
- molar mass (g mol⁻¹) = 106.12
- net charge = 0

---

## Q
# CH14O5

6 unconnected molecules or ions with the total composition CH14O5 (wB97M-V/def2-TZVPD, OMol25).

```
20
Properties=species:S:1:pos:R:3
C 3.435 2.982 0.790
H 2.373 2.974 0.603
H 3.748 3.985 1.086
H 3.824 2.182 1.423
H 3.896 2.737 -0.169
O -2.357 2.315 -0.896
H -2.157 3.133 -1.376
H -1.552 2.048 -0.420
O 0.972 -2.216 3.058
H 0.050 -2.347 2.799
H 1.107 -2.921 3.723
O -1.439 -0.734 -1.834
H -1.780 0.120 -1.540
H -1.530 -0.945 -2.756
O -0.375 -3.457 -1.782
H 0.302 -4.107 -1.926
H -0.070 -2.673 -1.344
O -0.393 1.127 0.620
H 0.384 1.540 1.013
H -0.356 0.173 0.772
```

Summary:
- structure (SMILES) = C.O.O.O.O.O
- E_HOMO (eV) = -11.1251
- molar mass (g mol⁻¹) = 106.12
- net charge = 0

---

Tell me which of them is the most stable. Sure, it is P.

---

## P
# C3H7O

2 unconnected molecules or ions with the total composition C3H7O (wB97M-V/def2-TZVPD, OMol25).

```
11
Properties=species:S:1:pos:R:3
C -1.240 0.518 0.645
O -0.942 -0.366 -0.235
C -2.502 1.117 0.854
C 2.205 -1.022 -0.858
H -0.512 0.751 1.410
H -3.256 1.112 -0.002
H -2.557 1.838 1.645
H 2.196 -2.058 -1.183
H 2.317 -0.333 -1.672
H 3.009 -0.800 -0.168
H 1.281 -0.758 -0.437
```

Summary:
- E_HOMO (eV) = -2.0395
- molar mass (g mol⁻¹) = 59.09
- net charge = -1

---

## Q
# C3H7O

2 unconnected molecules or ions with the total composition C3H7O (wB97M-V/def2-TZVPD, OMol25).

```
11
Properties=species:S:1:pos:R:3
O -1.108 -1.698 1.771
H -0.929 -2.292 1.035
C 0.185 0.492 0.717
C 0.517 0.183 -0.614
C 0.165 0.857 -1.752
H 0.928 0.269 1.492
H -0.575 -0.877 1.426
H -0.399 1.384 0.959
H 1.293 -0.601 -0.619
H 0.027 0.375 -2.711
H -0.105 1.909 -1.704
```

Summary:
- E_HOMO (eV) = -1.5447
- molar mass (g mol⁻¹) = 59.09
- net charge = -1

---

Tell me which of them is the most stable. Sure, it is P.

---

## P
# C3H4O3Yb

A molecular structure, C3H4O3Yb (wB97M-V/def2-TZVPD, OMol25).

```
11
Properties=species:S:1:pos:R:3
O 0.170 -0.466 0.657
Yb 2.312 2.790 3.199
O 0.934 1.127 2.079
C -0.017 0.893 1.335
O -0.864 1.516 0.745
C -0.588 -0.509 -0.378
C -0.123 -1.135 -1.613
H -1.665 -0.366 -0.209
H -0.806 -1.970 -1.838
H -0.267 -0.406 -2.427
H 0.914 -1.474 -1.550
```

Summary:
- E_HOMO (spin up / spin down) (eV) = -23.7736 / -23.7709
- molar mass (g mol⁻¹) = 261.10
- 2S+1 = 2
- ⟨S²⟩ = 0.76
- net charge = +3

---

## Q
# C3H4O3Yb

A molecular structure, C3H4O3Yb (wB97M-V/def2-TZVPD, OMol25).

```
11
Properties=species:S:1:pos:R:3
C -2.669 -0.234 -0.137
O -0.444 0.771 0.361
C -0.377 -0.330 -0.309
C -2.280 0.949 0.691
O -1.563 -0.874 -0.630
O 0.683 -0.951 -0.365
H -3.359 -0.955 0.310
H -2.176 0.641 1.740
H -2.926 1.021 -0.647
Yb 2.134 0.712 0.465
H -3.032 1.734 0.845
```

Summary:
- E_HOMO (spin up / spin down) (eV) = -23.2320 / -23.2327
- molar mass (g mol⁻¹) = 261.10
- 2S+1 = 2
- ⟨S²⟩ = 0.75
- net charge = +3

---

Tell me which of them is the most stable. Sure, it is P.

---

## P
# C3H6N

A gas-phase ion, C3H6N (charge +1) (wB97M-V/def2-TZVPD, OMol25).

```
10
Properties=species:S:1:pos:R:3
C -0.284 0.739 -1.832
C -0.402 0.619 -0.447
N -0.187 -0.277 0.681
C 0.009 -0.170 2.056
H -0.293 1.793 -2.154
H 0.440 0.241 -2.363
H -1.258 0.501 -2.157
H 0.760 -0.793 2.607
H 0.326 0.798 2.399
H -1.036 -0.472 2.444
```

Summary:
- structure (SMILES) = CC#[N+]C
- E_HOMO (spin up / spin down) (eV) = -16.2989 / -16.2993
- molar mass (g mol⁻¹) = 56.09
- net charge = +1

---

## Q
# C3H6N

A molecular structure, C3H6N (wB97M-V/def2-TZVPD, OMol25).

```
10
Properties=species:S:1:pos:R:3
C 2.262 0.868 -0.596
C 1.123 0.763 -0.225
C -0.691 -0.744 0.072
N -0.134 0.583 0.239
H 3.106 1.408 -1.047
H -0.012 -1.473 0.141
H -1.635 -1.063 0.557
H -1.099 -0.847 -0.979
H -0.711 1.244 -0.137
H -0.252 0.668 1.517
```

Summary:
- E_HOMO (eV) = -16.0531
- molar mass (g mol⁻¹) = 56.09
- net charge = +1

---

Tell me which of them is the most stable. Sure, it is Q.